ORCA calculation (ωB97M-V/def2-TZVPD) on a gas-phase ion, C8H14Cl2N (charge +1) in a non-equilibrium geometry.

Output
**Energy above the lowest of the compared OMol25 structures with the same formula, charge and spin**: 121.9 kJ/mol
**HOMO-LUMO gap**: 9.42 eV
**E**: -1288.0059 Eh
**SMILES**: C/C=C(\Cl)[C@]1([NH3+])C[C@]1(Cl)CC
**E_LUMO**: -3.15 eV
**HOMO level**: -12.57 eV

Geometry as ORCA input:
```
! RIJCOSX wB97M-V def2-TZVPD def2/J DEFGRID3
* xyz 1 1
C -1.358 -1.261 0.782
C -0.083 -1.374 0.474
C 0.623 0.931 1.510
C 0.937 -0.332 0.818
C 0.708 1.355 0.097
C -2.427 -2.167 0.308
C -0.076 2.122 -2.166
C -0.490 1.489 -0.810
N 2.327 -0.846 0.730
Cl 0.656 -2.764 -0.389
Cl 2.292 2.094 -0.422
H -1.719 -0.304 1.289
H -0.350 0.943 1.824
H 1.409 1.085 2.224
H -2.969 -1.505 -0.478
H -2.191 -2.999 -0.295
H -2.923 -2.458 1.224
H 0.265 3.151 -2.072
H -0.939 2.316 -2.818
H 0.661 1.316 -2.626
H -0.846 0.445 -1.049
H -1.316 1.904 -0.367
H 2.221 -1.795 0.449
H 2.725 -1.027 1.677
H 2.863 -0.320 0.083
*
```

ORCA calculation (ωB97M-V/def2-TZVPD) on a molecular structure, C8H14Cl3N5O2Sn in a non-equilibrium geometry.

Output
**Energy above the lowest of the compared OMol25 structures with the same formula, charge and spin**: 0.0 kJ/mol
**HOMO-LUMO gap**: 8.29 eV
**E**: -2331.8843 Eh
**E_LUMO**: -7.58 eV
**HOMO level**: -15.87 eV

Geometry as ORCA input:
```
! RIJCOSX wB97M-V def2-TZVPD def2/J DEFGRID3
* xyz 2 1
Sn -3.456 -0.992 -0.108
N -2.439 1.147 0.619
C -1.009 1.163 0.218
C -0.050 1.767 1.260
C 1.096 2.638 0.684
C 2.487 2.070 0.976
N 2.844 0.972 0.067
C 3.488 1.091 -1.090
N 4.086 2.227 -1.450
N 3.548 0.041 -1.912
C -0.555 -0.249 -0.139
O 0.621 -0.471 -0.316
O -1.488 -1.180 -0.260
H -2.886 2.030 0.404
H -2.499 1.066 1.628
H -0.941 1.732 -0.708
H 0.374 0.949 1.847
H -0.634 2.369 1.956
H 1.035 3.643 1.104
H 0.988 2.747 -0.399
H 2.520 1.667 1.985
H 3.252 2.841 0.947
H 2.254 0.154 0.144
H 4.116 3.017 -0.834
H 4.678 2.262 -2.263
H 3.068 -0.813 -1.684
H 4.042 0.082 -2.785
Cl -4.937 -6.554 1.702
C -4.861 -6.071 0.026
Cl -6.404 -6.248 -0.751
Cl -3.616 -6.960 -0.829
C -4.488 -4.627 -0.008
N -4.236 -3.514 -0.033
*
```

ORCA calculation (ωB97M-V/def2-TZVPD) on a molecular structure, C8H14ErNO in a non-equilibrium geometry.

Output
**Energy above the lowest of the compared OMol25 structures with the same formula, charge and spin**: 184.0 kJ/mol
**HOMO-LUMO gap (alpha / beta)**: 4.33 / 4.48 eV
**E**: -1457.3124 Eh
**E_LUMO (alpha / beta)**: -9.90 / -9.83 eV
**HOMO level (alpha / beta)**: -14.24 / -14.32 eV

Geometry as ORCA input:
```
! RIJCOSX wB97M-V def2-TZVPD def2/J DEFGRID3
* xyz 2 4
C -1.506 0.095 -3.158
C -0.653 1.047 -2.711
C 0.739 0.593 -2.253
C 1.198 1.194 -0.918
C 0.069 1.304 0.141
C 0.459 0.855 1.565
O 0.453 1.670 2.434
N 0.792 -0.516 1.970
C 0.749 -1.490 0.840
C -0.106 -1.055 3.014
H -2.541 0.010 -2.808
H -1.102 -0.582 -3.926
H -0.958 2.100 -2.644
H 1.497 0.898 -3.014
H 0.840 -0.505 -2.171
H 1.957 0.490 -0.528
H -0.196 2.377 0.218
H -0.880 0.771 -0.135
H -0.145 -1.403 0.186
H 1.688 -1.461 0.266
H 0.727 -2.501 1.293
H -0.396 -0.263 3.798
H 0.463 -1.825 3.568
H -1.036 -1.620 2.587
Er -2.112 -0.184 2.387
*
```

ORCA calculation (ωB97M-V/def2-TZVPD) on a molecular structure, C8H14F9INO10PdS3 in a non-equilibrium geometry.

Output
**HOMO-LUMO gap (alpha / beta)**: 3.06 / 6.42 eV
**E**: -3639.2529 Eh
**E_LUMO (alpha / beta)**: 4.20 / 2.89 eV
**HOMO level (alpha / beta)**: 1.15 / -3.53 eV

Geometry as ORCA input:
```
! RIJCOSX wB97M-V def2-TZVPD def2/J DEFGRID3
* xyz -2 4
Pd 0.984 1.929 0.230
I -0.547 4.281 -0.822
C -1.981 -1.458 -4.240
N -1.428 -0.883 -2.952
C -2.031 0.557 -2.752
C -1.738 -1.680 -1.664
C 0.131 -0.935 -3.182
C 0.976 -0.311 -2.153
O 0.686 1.069 -1.896
H -1.544 -2.448 -4.368
H -1.692 -0.793 -5.053
H -3.071 -1.463 -4.213
H -3.103 0.374 -2.670
H -1.655 1.240 -3.513
H -1.735 0.914 -1.765
H -2.828 -1.682 -1.650
H -1.357 -1.147 -0.793
H -1.247 -2.638 -1.835
H 0.408 -0.460 -4.123
H 0.457 -1.957 -3.375
H 2.030 -0.204 -2.412
H 0.873 -0.962 -1.285
H 0.789 1.501 -2.747
C -1.902 -0.719 2.967
F -1.520 -1.849 2.340
F -2.996 -0.802 3.607
F -0.936 -0.422 3.855
S -2.091 0.624 1.585
O -2.707 1.806 2.203
O -0.791 1.022 1.043
O -2.958 -0.017 0.590
C 3.129 2.474 4.233
F 4.135 2.999 3.512
F 3.063 1.130 4.144
F 3.284 2.806 5.478
S 1.417 3.189 3.479
O 0.289 2.677 4.248
O 1.442 4.606 3.458
O 1.359 2.656 2.141
C 1.773 -2.699 0.835
F 2.350 -2.694 -0.324
F 0.430 -2.717 0.733
F 2.230 -3.705 1.614
S 2.317 -1.055 1.784
O 3.744 -0.986 1.429
O 1.586 0.021 1.111
O 1.977 -1.189 3.167
*
```

ORCA calculation (ωB97M-V/def2-TZVPD) on 2 unconnected molecules or ions with the total composition C8H14FIS in a non-equilibrium geometry.

Output
**Energy above the lowest of the compared OMol25 structures with the same formula, charge and spin**: 0.0 kJ/mol
**HOMO-LUMO gap**: 8.43 eV
**E**: -1108.8754 Eh
**SMILES**: C/C(F)=C/[C@@H](C)I.CC(C)=S
**E_LUMO**: -0.11 eV
**HOMO level**: -8.54 eV

Geometry as ORCA input:
```
! RIJCOSX wB97M-V def2-TZVPD def2/J DEFGRID3
* xyz 0 1
C 0.024 1.597 -0.254
C 0.055 0.746 -1.331
C 0.963 2.301 0.752
C -1.056 0.193 -2.106
C 2.344 1.609 0.919
C 0.048 -2.386 -0.309
C -1.938 -1.853 1.139
C -0.461 -1.846 0.947
F 1.290 0.212 -1.731
S 0.462 -1.160 2.033
I 1.122 4.548 0.262
H -0.995 1.874 0.016
H -1.902 -0.142 -1.527
H -0.728 -0.551 -2.739
H -1.370 1.023 -2.619
H 3.008 1.634 0.080
H 2.053 0.583 1.207
H 2.882 2.055 1.793
H 0.444 -3.404 0.010
H 0.941 -1.618 -0.563
H -0.665 -2.359 -1.156
H -2.319 -2.865 0.953
H -2.401 -1.536 2.102
H -2.256 -1.069 0.403
H 0.453 2.416 1.719
*
```

ORCA calculation (ωB97M-V/def2-TZVPD) on a molecular structure, C8H14HgN3O3S in a non-equilibrium geometry.

Output
**Energy above the lowest of the compared OMol25 structures with the same formula, charge and spin**: 0.0 kJ/mol
**HOMO-LUMO gap**: 7.47 eV
**E**: -1254.8524 Eh
**E_LUMO**: 3.09 eV
**HOMO level**: -4.38 eV

Geometry as ORCA input:
```
! RIJCOSX wB97M-V def2-TZVPD def2/J DEFGRID3
* xyz -1 1
C -1.528 0.778 -3.119
Hg 0.506 1.444 -2.531
N 2.337 0.298 -1.164
N 1.799 -1.007 -4.126
H 2.124 -0.685 -0.992
H 1.945 2.335 -2.633
H -2.107 1.730 -3.050
H -2.048 -0.085 -2.756
H -1.266 0.539 -4.199
H 1.985 -1.865 -3.605
H 2.674 -0.559 -4.393
H 1.243 -1.215 -4.954
H 3.242 0.341 -1.633
H 2.450 0.690 -0.201
O -0.119 2.746 1.455
S 0.415 1.429 1.330
O 1.850 1.246 1.500
N -0.097 0.653 0.002
C -0.894 -0.441 0.283
O -1.344 -1.197 -0.551
C -1.118 -0.580 1.760
C -1.891 -1.520 2.476
C -1.956 -1.485 3.864
C -1.222 -0.522 4.559
C -0.445 0.394 3.840
C -0.401 0.344 2.466
H -2.444 -2.275 1.940
H -2.567 -2.196 4.436
H -1.254 -0.492 5.643
H 0.130 1.155 4.353
*
```

ORCA calculation (ωB97M-V/def2-TZVPD) on a gas-phase ion, C8H14IN2 (charge +1) in a non-equilibrium geometry.

Output
**Energy above the lowest of the compared OMol25 structures with the same formula, charge and spin**: 340.2 kJ/mol
**HOMO-LUMO gap**: 8.56 eV
**E**: -720.0362 Eh
**E_LUMO**: -3.27 eV
**HOMO level**: -11.83 eV

Geometry as ORCA input:
```
! RIJCOSX wB97M-V def2-TZVPD def2/J DEFGRID3
* xyz 1 1
C -0.388 -1.290 1.586
C -1.574 -0.608 1.453
C 0.697 -1.284 0.612
C 0.677 -0.634 -0.555
C -1.897 0.343 0.413
C -1.382 -0.248 -0.990
C 2.073 -1.784 1.133
C -1.310 1.815 0.421
N 1.246 -0.491 -1.723
N -1.298 0.760 -2.088
I -2.050 -2.086 -1.804
H -0.314 -2.033 2.363
H -2.403 -0.655 2.248
H -2.987 0.351 0.250
H 2.015 -2.319 2.097
H 2.800 -0.918 1.314
H 2.491 -2.464 0.521
H -2.004 2.410 -0.074
H -0.407 1.997 -0.102
H -1.206 2.325 1.425
H 2.322 -0.625 -1.743
H 0.815 -1.263 -2.382
H -0.678 1.549 -1.642
H -2.138 1.185 -2.449
H -0.786 0.492 -2.923
*
```

ORCA calculation (ωB97M-V/def2-TZVPD) on a molecular structure, C8H14MoOP in a non-equilibrium geometry.

Output
**HOMO-LUMO gap (alpha / beta)**: 7.81 / 7.02 eV
**E**: -797.6190 Eh
**E_LUMO (alpha / beta)**: -4.48 / -4.88 eV
**HOMO level (alpha / beta)**: -12.29 / -11.90 eV

Geometry as ORCA input:
```
! RIJCOSX wB97M-V def2-TZVPD def2/J DEFGRID3
* xyz 1 3
C 1.105 0.207 -2.315
C 0.317 -0.154 -3.505
C -0.560 -1.292 -3.214
C -0.246 -1.676 -1.843
C 0.702 -0.775 -1.245
Mo -0.988 0.335 -1.862
P -0.486 1.781 0.065
H 1.884 0.971 -2.354
H 0.392 0.458 -4.378
H -1.479 -1.647 -3.758
H 0.970 -1.001 -0.157
H -0.775 -2.422 -1.268
H -1.333 2.298 1.106
H -0.246 3.095 -0.491
H 0.709 1.903 0.914
C -1.026 0.533 4.384
C -0.238 -0.649 3.864
C 1.115 -0.783 4.527
O -0.625 -1.382 2.962
H -0.902 0.617 5.471
H -2.067 0.493 4.045
H -0.569 1.425 3.941
H 1.575 -1.740 4.269
H 1.747 0.005 4.099
H 1.025 -0.620 5.609
*
```

ORCA calculation (ωB97M-V/def2-TZVPD) on a single C8H14N2 molecule in a non-equilibrium geometry.

Output
**Energy above the lowest of the compared OMol25 structures with the same formula, charge and spin**: 427.7 kJ/mol
**HOMO-LUMO gap**: 8.64 eV
**E**: -422.5822 Eh
**SMILES**: CC1([C@H]2CC=CN2N)CC1
**E_LUMO**: 0.97 eV
**HOMO level**: -7.67 eV

Geometry as ORCA input:
```
! RIJCOSX wB97M-V def2-TZVPD def2/J DEFGRID3
* xyz 0 1
C -0.703 2.667 0.546
C 0.610 2.655 0.247
C -1.355 1.413 0.044
C -0.719 -1.936 -1.090
C 0.786 -1.725 -1.047
C -0.256 0.589 -0.657
C -0.078 -0.815 -0.149
C -0.267 -1.075 1.285
N 1.179 1.654 -0.468
N 2.145 0.889 0.159
H -1.206 3.401 1.083
H 1.227 3.456 0.452
H -1.763 0.913 0.915
H -2.168 1.647 -0.713
H -1.263 -1.566 -1.937
H -1.105 -2.647 -0.450
H 1.237 -2.513 -0.475
H 1.198 -1.330 -1.933
H -0.363 0.738 -1.804
H 0.591 -0.831 1.910
H -0.409 -2.101 1.448
H -1.144 -0.570 1.755
H 2.815 0.549 -0.582
H 2.203 0.513 1.095
*
```

Q: Look up the E of the second one.
A: -2331.8843 Eh

Q: Among the records above, which one has the lowest E?
A: C8H14F9INO10PdS3